Record 1
Entry from the OMol25 dataset: a single C20H20N2O4 molecule (ωB97M-V/def2-TZVPD).

Computed properties:
**Lowest unoccupied orbital energy**: -0.04 eV
**Spin multiplicity**: 1
**SMILES**: COCC(=O)N(Cc1cc2cc(OC)ccc2[nH]c1=O)c1ccccc1
**Relative energy (zero: lowest compared OMol25 entry of this formula, charge and spin)**: 36.8 kcal per mole
**Gap between HOMO and LUMO**: 8.14 eV
**HOMO level**: -8.172 eV

Geometry (Å):
C1 -1.885 -0.452 -3.850
O1 -1.194 0.771 -3.727
C2 -0.417 0.886 -2.566
C3 0.823 -0.014 -2.555
O2 1.034 -0.828 -3.429
N1 1.680 0.167 -1.511
C4 1.513 1.150 -0.453
C5 0.483 0.727 0.563
C6 -0.690 1.373 0.744
C7 -1.663 0.927 1.689
C8 -2.891 1.578 1.871
C9 -3.805 1.099 2.789
O3 -5.020 1.648 3.047
C10 -5.403 2.799 2.334
C11 -3.492 -0.049 3.538
C12 -2.295 -0.697 3.371
C13 -1.363 -0.219 2.445
N2 -0.155 -0.834 2.258
C14 0.832 -0.435 1.381
O4 1.896 -1.025 1.347
C15 2.820 -0.687 -1.430
C16 4.093 -0.136 -1.375
C17 5.199 -0.962 -1.292
C18 5.041 -2.337 -1.273
C19 3.771 -2.884 -1.339
C20 2.661 -2.065 -1.416
H1 -2.533 -0.622 -2.979
H2 -2.495 -0.361 -4.746
H3 -1.197 -1.293 -3.960
H4 -0.111 1.936 -2.534
H5 -1.023 0.657 -1.674
H6 2.476 1.225 0.060
H7 1.253 2.127 -0.870
H8 -0.918 2.258 0.165
H9 -3.093 2.454 1.275
H10 -6.396 3.056 2.701
H11 -5.455 2.606 1.258
H12 -4.721 3.634 2.523
H13 -4.222 -0.403 4.248
H14 -2.065 -1.577 3.953
H15 0.071 -1.639 2.830
H16 4.221 0.936 -1.407
H17 6.187 -0.529 -1.248
H18 5.906 -2.980 -1.208
H19 3.643 -3.956 -1.324
H20 1.670 -2.488 -1.464

Results of the natural (NBO) charge analysis, in e, for atoms 1 through 2: C -0.258; O -0.521

=====

Record 2
Entry from the OMol25 dataset: a single C20H20N2O4S2 molecule (ωB97M-V/def2-TZVPD).

Computed properties:
**Lowest unoccupied orbital energy**: 0.33 eV
**Spin multiplicity**: 1
**SMILES**: CCS(=O)(=O)c1ccc2oc(SCC(=O)N3c4ccccc4C[C@@H]3C)nc2c1
**Relative energy (zero: lowest compared OMol25 entry of this formula, charge and spin)**: 2.6 kcal per mole
**Gap between HOMO and LUMO**: 8.76 eV
**HOMO level**: -8.427 eV

Geometry (Å):
C1 -6.132 -0.134 -2.099
C2 -6.747 -0.432 -0.752
S1 -5.551 -1.359 0.270
O1 -5.067 -2.478 -0.491
O2 -6.164 -1.620 1.545
C3 -4.206 -0.188 0.516
C4 -4.335 0.726 1.556
C5 -3.361 1.681 1.792
C6 -2.277 1.670 0.935
O3 -1.178 2.472 0.913
C7 -0.456 2.002 -0.137
S2 1.031 2.792 -0.497
C8 1.666 1.649 -1.763
C9 2.079 0.253 -1.293
O4 1.553 -0.713 -1.802
N1 3.081 0.159 -0.390
C10 3.733 -1.053 -0.085
C11 3.270 -2.347 -0.215
C12 4.124 -3.378 0.158
C13 5.394 -3.121 0.643
C14 5.852 -1.815 0.766
C15 5.014 -0.786 0.402
C16 5.240 0.698 0.411
C17 3.803 1.235 0.294
C18 3.215 1.438 1.692
N2 -0.967 1.007 -0.777
C19 -2.146 0.742 -0.123
C20 -3.127 -0.215 -0.342
H1 -5.298 0.557 -1.996
H2 -6.864 0.303 -2.774
H3 -5.763 -1.061 -2.533
H4 -7.001 0.461 -0.188
H5 -7.619 -1.076 -0.832
H6 -5.204 0.652 2.189
H7 -3.436 2.392 2.598
H8 0.874 1.511 -2.498
H9 2.513 2.165 -2.218
H10 2.285 -2.548 -0.599
H11 3.783 -4.399 0.068
H12 6.036 -3.941 0.928
H13 6.844 -1.610 1.141
H14 5.731 1.049 1.317
H15 5.852 0.991 -0.447
H16 3.749 2.164 -0.276
H17 2.159 1.684 1.643
H18 3.332 0.526 2.273
H19 3.733 2.249 2.197
H20 -3.050 -0.954 -1.120

Results of the natural (NBO) charge analysis, in e, for atoms 1 through 2: C -0.632; C -0.633

=====

Record 3
Entry from the OMol25 dataset: a single C20H20N2O6S molecule (ωB97M-V/def2-TZVPD).

Computed properties:
**Lowest unoccupied orbital energy**: 0.57 eV
**Spin multiplicity**: 1
**SMILES**: CCOC(=O)c1ccc(CNC(=O)c2cc(COc3ccccc3SC)on2)o1
**Relative energy (zero: lowest compared OMol25 entry of this formula, charge and spin)**: 62.4 kcal per mole
**Gap between HOMO and LUMO**: 8.59 eV
**HOMO level**: -8.018 eV

Geometry (Å):
C1 3.526 2.362 -2.415
C2 4.532 1.556 -1.605
O1 3.893 0.522 -0.856
C3 3.362 0.873 0.319
O2 3.399 1.988 0.784
C4 2.725 -0.258 0.994
C5 2.132 -0.307 2.233
C6 1.659 -1.623 2.389
C7 1.998 -2.289 1.241
C8 1.616 -3.652 0.754
N1 0.481 -3.515 -0.141
C9 -0.742 -3.215 0.362
O3 -1.057 -3.373 1.522
C10 -1.641 -2.595 -0.642
C11 -2.789 -1.817 -0.360
C12 -3.127 -1.293 -1.577
C13 -4.093 -0.209 -1.928
O4 -3.959 0.861 -1.015
C14 -2.675 1.252 -0.703
C15 -1.627 1.302 -1.606
C16 -0.366 1.694 -1.181
C17 -0.153 2.042 0.139
C18 -1.198 2.003 1.048
C19 -2.458 1.599 0.638
S1 -3.872 1.435 1.675
C20 -3.206 1.793 3.328
O5 -2.267 -1.741 -2.506
N2 -1.352 -2.538 -1.922
O6 2.640 -1.467 0.394
H1 4.052 3.096 -3.020
H2 2.957 1.705 -3.069
H3 2.844 2.883 -1.748
H4 5.072 2.212 -0.915
H5 5.237 1.037 -2.257
H6 2.057 0.506 2.925
H7 1.130 -2.032 3.224
H8 2.438 -4.126 0.216
H9 1.308 -4.266 1.603
H10 0.660 -3.244 -1.098
H11 -3.255 -1.661 0.589
H12 -3.924 0.110 -2.964
H13 -5.129 -0.546 -1.823
H14 -1.784 1.034 -2.640
H15 0.446 1.720 -1.891
H16 0.828 2.342 0.475
H17 -1.013 2.273 2.074
H18 -2.863 2.822 3.379
H19 -4.035 1.648 4.013
H20 -2.406 1.097 3.564

Results of the natural (NBO) charge analysis, in e, for atoms 1 through 2: C -0.635; C -0.075

=====

Record 4
Entry from the OMol25 dataset: a molecular structure, C20H20N2OS (ωB97M-V/def2-TZVPD).

Computed properties:
**Lowest unoccupied orbital energy**: -0.10 eV
**Spin multiplicity**: 1
**Relative energy (zero: lowest compared OMol25 entry of this formula, charge and spin)**: 381.1 kcal per mole
**Gap between HOMO and LUMO**: 8.39 eV
**HOMO level**: -8.489 eV

Geometry (Å):
C1 -1.203 -1.595 0.264
C2 -0.720 -2.730 0.023
C3 0.674 -3.110 -0.132
N1 1.705 -1.944 0.097
C4 2.770 -1.566 -0.946
S1 3.027 -2.502 -2.116
N2 3.643 -0.539 -0.342
C5 3.182 0.640 -0.293
O1 4.060 1.402 0.086
C6 1.742 1.121 -0.352
C7 1.048 1.678 0.672
C8 -0.150 2.123 0.380
C9 -0.787 2.060 -0.821
C10 -0.331 1.103 -1.620
C11 1.068 0.705 -1.612
H1 1.587 0.138 -2.127
H2 -0.713 1.055 -2.538
C12 -2.227 2.387 -0.787
C13 -3.378 1.444 -1.450
C14 -4.561 1.837 -1.417
C15 -4.888 3.117 -1.282
C16 -3.973 3.923 -0.513
C17 -2.753 3.562 -0.456
H3 -1.944 4.296 0.041
H4 -4.381 4.875 -0.651
H5 -6.036 3.501 -1.348
H6 -5.167 1.325 -1.955
H7 -3.070 0.357 -1.658
H8 -0.577 2.869 1.339
H9 1.679 2.214 1.568
H10 4.398 -0.828 -0.811
C18 1.878 -1.617 1.409
C19 2.666 -2.558 2.304
C20 2.415 -3.189 3.284
H11 3.047 -3.909 3.835
H12 1.147 -3.331 3.742
H13 3.714 -2.641 1.740
H14 2.212 -0.559 1.868
H15 0.810 -1.637 1.979
H16 1.045 -3.660 -0.980
H17 1.098 -3.800 0.749
H18 -1.177 -3.820 0.280
H19 -2.124 -1.545 0.314
H20 -0.454 -0.651 0.232

Results of the natural (NBO) charge analysis, in e, for atoms 1 through 2: C -0.370; C -0.185

=====

Record 5
Entry from the OMol25 dataset: a molecular structure, C20H20N2Pt (ωB97M-V/def2-TZVPD).

Computed properties:
**Lowest unoccupied orbital energy (spin up / spin down)**: 3.49 / 4.91 eV
**Spin multiplicity**: 3
**⟨S²⟩**: 2.02
**Net charge**: -2
**Gap between HOMO and LUMO (spin up / spin down)**: 0.51 / 5.88 eV
**HOMO level (spin up / spin down)**: 2.980 / -0.963 eV

Geometry (Å):
C1 1.886 -2.128 -1.991
C2 2.416 -2.546 -0.736
C3 3.256 -1.519 -0.259
C4 3.159 -0.417 -1.038
C5 2.243 -0.698 -2.150
Pt1 0.599 -0.845 -0.870
C6 -0.440 -2.382 0.539
C7 -1.185 -2.499 -0.729
C8 -1.581 -3.597 -1.480
N1 -0.938 -1.539 -1.891
H1 4.040 -1.664 0.487
H2 2.366 -3.569 -0.297
H3 3.806 0.488 -1.049
H4 2.025 -0.071 -3.064
H5 1.358 -2.685 -2.784
H6 0.304 -3.181 0.963
H7 -1.559 -0.672 -1.908
H8 -1.121 -1.988 1.316
H9 -1.897 -4.659 -1.088
H10 -1.596 -3.411 -2.604
C9 -1.629 3.928 -1.934
C10 -0.419 3.274 -2.235
C11 -0.112 2.097 -1.557
C12 -0.995 1.616 -0.542
C13 -2.193 2.262 -0.253
C14 -2.513 3.419 -0.963
N2 -0.615 0.460 0.194
C15 -0.426 0.480 1.604
C16 0.876 0.231 2.145
C17 1.095 0.322 3.519
C18 0.054 0.689 4.375
C19 -1.221 0.951 3.842
C20 -1.455 0.852 2.479
H11 -1.867 4.862 -2.453
H12 0.262 3.650 -2.995
H13 0.809 1.562 -1.793
H14 -2.874 1.853 0.462
H15 -3.440 3.949 -0.732
H16 1.705 -0.003 1.478
H17 2.057 0.083 3.914
H18 0.225 0.780 5.469
H19 -2.036 1.209 4.515
H20 -2.425 1.057 2.096

Results of the natural (NBO) charge analysis, in e, for atoms 1 through 2: C -0.398; C -0.314

=====

Record 6
Entry from the OMol25 dataset: a single C20H20N4O3S2 molecule (ωB97M-V/def2-TZVPD).

Computed properties:
**Lowest unoccupied orbital energy**: -0.10 eV
**Spin multiplicity**: 1
**SMILES**: CCOC(=O)c1sc2nc(CSc3nc4ccccc4n3CC)[nH]c(=O)c2c1C
**Relative energy (zero: lowest compared OMol25 entry of this formula, charge and spin)**: 6.5 kcal per mole
**Gap between HOMO and LUMO**: 8.09 eV
**HOMO level**: -8.191 eV

Geometry (Å):
C1 4.464 -3.991 -1.531
C2 3.061 -3.992 -0.952
O1 2.496 -2.691 -1.121
C3 1.164 -2.618 -1.217
O2 0.426 -3.576 -1.163
C4 0.681 -1.251 -1.385
S1 -1.047 -1.087 -1.552
C5 -0.885 0.624 -1.593
N1 -1.952 1.445 -1.591
C6 -1.709 2.710 -1.457
C7 -2.846 3.622 -1.176
S2 -3.612 3.132 0.444
C8 -2.293 2.182 1.095
N2 -1.089 2.648 1.275
C9 -0.335 1.560 1.631
C10 1.027 1.459 1.889
C11 1.527 0.207 2.174
C12 0.705 -0.923 2.205
C13 -0.649 -0.844 1.958
C14 -1.162 0.411 1.666
N3 -2.417 0.843 1.316
C15 -3.608 0.051 1.179
C16 -4.406 0.017 2.479
N4 -0.454 3.220 -1.451
C17 0.724 2.455 -1.472
O3 1.797 3.013 -1.448
C18 0.445 1.035 -1.508
C19 1.351 -0.050 -1.386
C20 2.822 0.114 -1.257
H1 4.432 -3.767 -2.594
H2 4.918 -4.967 -1.388
H3 5.072 -3.238 -1.036
H4 3.079 -4.224 0.119
H5 2.418 -4.725 -1.452
H6 -2.536 4.663 -1.107
H7 -3.646 3.503 -1.905
H8 1.659 2.332 1.850
H9 2.581 0.091 2.378
H10 1.144 -1.885 2.425
H11 -1.275 -1.723 1.974
H12 -3.309 -0.956 0.882
H13 -4.211 0.489 0.379
H14 -3.805 -0.398 3.285
H15 -5.293 -0.597 2.352
H16 -4.714 1.023 2.756
H17 -0.311 4.211 -1.297
H18 3.331 -0.391 -2.076
H19 3.074 1.170 -1.266
H20 3.167 -0.338 -0.330

Results of the natural (NBO) charge analysis, in e, for atoms 1 through 2: C -0.622; C -0.074